Molecular formula: C38H57BCdF4N5O2S4
Method: DFT, wB97M-V/def2-TZVPD

Last column: Löwdin charge in e.
Cartesian coordinates (Å):
Cd (-0.27, -0.10, 0.36)  1.457
S (-3.93, 4.49, -1.67)  1.040
S (2.33, -0.34, 3.24)  0.950
S (-2.43, 1.74, 2.44)  1.065
S (-1.70, 4.94, 1.22)  1.051
F (0.82, 0.72, 5.95)  0.097
F (-1.32, 1.56, 5.76)  0.113
F (0.35, 2.36, 4.39)  0.045
F (-0.47, 0.23, 4.10)  0.033
O (1.79, -1.15, 2.10)  -0.580
O (-1.64, 1.46, -0.57)  -0.312
N (0.65, 1.53, 1.58)  0.052
N (2.92, 2.04, -2.10)  -0.163
N (1.67, 3.61, 1.99)  0.163
N (1.57, 0.46, -0.95)  0.141
N (2.07, 2.53, 0.00)  0.149
C (-4.96, 2.00, 2.54)  -0.183
C (-4.88, 2.62, -3.11)  -0.187
C (-0.57, -2.11, -4.45)  -0.083
C (-2.38, 2.55, -0.23)  -0.644
C (-2.95, -3.70, -0.45)  -0.046
C (1.39, 2.50, 1.20)  -0.498
C (-0.98, -2.14, -0.49)  -0.258
C (-2.37, -2.40, 0.14)  -0.556
C (-1.16, -0.03, -3.27)  -0.056
C (-4.97, 3.96, -2.93)  -0.434
C (-3.90, 1.62, 3.31)  -0.370
C (1.18, -2.98, -0.72)  -0.232
C (-0.59, -2.08, -1.92)  -0.155
C (-0.52, 4.20, -0.91)  -0.155
C (0.71, -2.57, -1.99)  -0.064
C (2.56, -3.54, -0.44)  -0.550
C (-2.25, -2.64, 1.65)  -0.077
C (-1.50, 3.80, -0.04)  -0.496
C (4.12, -0.24, 2.93)  -0.316
C (0.17, -2.74, 0.17)  -0.119
C (3.60, -2.41, -0.54)  -0.054
C (-4.57, 2.39, 1.23)  -0.123
C (2.12, 1.60, -1.03)  -0.425
C (0.06, 5.44, -0.55)  -0.213
C (-1.27, -1.56, -3.20)  -0.521
C (2.59, -1.54, 4.59)  -0.280
C (4.07, -1.92, 4.65)  -0.226
C (-0.48, 5.97, 0.59)  -0.439
C (2.90, -4.63, -1.46)  -0.059
C (-3.23, 2.31, 1.03)  -0.491
C (2.54, 3.31, -2.72)  -0.064
C (4.68, -1.61, 3.28)  -0.241
C (-3.37, 2.89, -1.37)  -0.447
C (-2.75, -1.97, -3.37)  -0.060
C (-3.96, 2.01, -2.21)  -0.115
C (3.24, 1.03, -3.08)  -0.071
C (-3.36, -1.23, -0.01)  -0.062
C (2.62, -4.14, 0.96)  -0.063
B (-0.16, 1.21, 5.07)  -1.288
H (-1.71, -1.83, 2.16)  0.071
H (4.24, 0.06, 1.89)  0.083
H (3.65, 0.15, -2.59)  0.079
H (-5.58, 4.67, -3.47)  0.051
H (-3.37, -1.69, -2.53)  0.051
H (1.48, 4.48, 1.51)  0.068
H (-4.39, -1.58, 0.11)  0.091
H (3.34, -1.61, 0.14)  0.054
H (-3.85, -4.00, 0.10)  0.079
H (-0.11, 0.26, -3.33)  0.061
H (1.64, -0.12, -1.77)  0.036
H (2.20, -1.10, 5.51)  0.076
H (2.18, -5.45, -1.40)  0.085
H (-3.23, -3.59, -1.50)  0.050
H (-1.12, -1.81, -5.34)  0.079
H (-3.17, -0.48, 0.76)  0.047
H (-2.83, -3.04, -3.52)  0.080
H (2.39, -3.39, 1.71)  0.049
H (2.77, 3.25, -0.05)  0.139
H (2.24, 4.04, -1.97)  0.059
H (3.39, 3.70, -3.28)  0.086
H (-3.88, 1.28, 4.33)  0.071
H (4.01, 1.43, -3.75)  0.088
H (-0.23, 6.89, 1.08)  0.059
H (-5.44, 2.08, -3.86)  0.094
H (-3.15, -1.48, -4.26)  0.080
H (-1.74, -3.58, 1.88)  0.079
H (-3.74, 0.95, -2.18)  0.091
H (2.88, -4.25, -2.48)  0.070
H (1.29, -2.62, -2.90)  0.092
H (4.60, -2.78, -0.30)  0.079
H (1.90, -4.96, 1.06)  0.087
H (-0.52, -3.20, -4.43)  0.087
H (-0.27, 3.61, -1.78)  0.112
H (3.62, -2.01, -1.56)  0.064
H (2.38, 0.73, -3.69)  0.088
H (0.84, 5.94, -1.12)  0.093
H (1.19, 3.56, 2.88)  0.084
H (-2.21, -4.50, -0.38)  0.090
H (1.95, -2.37, 4.29)  0.097
H (0.26, 1.70, 2.50)  0.001
H (3.62, -4.54, 1.16)  0.080
H (4.52, 0.54, 3.58)  0.094
H (4.20, -2.97, 4.93)  0.108
H (0.20, -2.97, 1.22)  0.084
H (-1.66, 0.35, -4.17)  0.084
H (5.77, -1.63, 3.29)  0.109
H (-5.98, 1.99, 2.89)  0.092
H (-5.27, 2.71, 0.46)  0.105
H (4.33, -2.34, 2.54)  0.088
H (4.58, -1.32, 5.41)  0.107
H (0.45, -1.73, -4.55)  0.066
H (-3.26, -0.71, -0.96)  0.036
H (3.90, -5.03, -1.27)  0.076
H (-1.58, 0.47, -2.39)  0.035
H (1.70, 3.18, -3.41)  0.095
H (-3.25, -2.68, 2.08)  0.087

Its HOMO-LUMO gap is 6.658 eV. Its spin multiplicity is 1. For the HOMO energy, the calculation gives -4.51 eV. As for the total charge: -1. The energy comes out at -111338.0387 eV. As for the relative energy (zero: lowest compared OMol25 entry of this formula, charge and spin): 0.996 eV.


Molecular formula: C38H57Cl3N13O4Ta
Method: DFT, wB97M-V/def2-TZVPD

Last column: Löwdin charge in e.
Cartesian coordinates (Å):
Ta (-0.71, -0.07, 0.16)  1.860
Cl (-1.02, -0.31, -3.20)  0.845
Cl (6.46, -3.25, -1.80)  0.865
Cl (-2.75, 4.02, -0.48)  0.775
O (4.39, -4.92, -3.23)  0.116
O (2.29, -4.31, -3.55)  0.136
O (0.74, -2.43, -2.57)  0.012
O (0.76, -1.14, -0.75)  -0.239
N (1.21, 0.68, 1.03)  -0.033
N (1.31, 1.84, -0.96)  -0.173
N (3.41, -1.30, -0.59)  0.170
N (-1.84, -1.94, -0.14)  -0.036
N (-1.64, 0.69, 2.00)  -0.105
N (-2.84, -3.67, -1.40)  -0.148
N (-3.94, 1.09, 1.91)  -0.127
N (4.70, -1.62, -0.68)  -0.071
N (-2.51, 2.80, 2.53)  -0.121
N (-3.67, -1.55, -1.61)  -0.130
N (-0.12, -1.44, 2.18)  -0.232
N (3.03, 2.11, 0.70)  -0.083
N (-1.58, 1.23, -0.76)  -0.188
C (1.34, -1.56, 2.07)  -0.157
C (0.92, 3.25, -1.06)  -0.039
C (-4.34, -0.23, 2.38)  -0.013
C (1.95, -0.16, 2.00)  -0.188
C (6.60, -0.20, 2.16)  -0.067
C (-1.77, 1.25, -3.17)  -0.575
C (-5.05, 1.94, 1.48)  -0.037
C (3.50, -4.16, -3.02)  -0.491
C (-0.88, -2.69, 2.02)  -0.151
C (-1.23, 3.47, 2.40)  -0.061
C (6.57, -0.06, -0.62)  -0.031
C (-2.75, -2.36, -1.05)  -0.361
C (1.32, -1.94, -1.61)  -0.530
C (1.97, 1.36, -2.18)  -0.047
C (-1.15, -3.04, 0.58)  -0.206
C (-0.81, 0.66, 3.21)  -0.205
C (7.50, 0.62, 1.49)  -0.063
C (-2.72, 3.10, -4.35)  -0.056
C (-1.72, -4.54, -1.75)  -0.024
C (3.68, -3.01, -2.07)  -0.028
C (5.68, -0.96, 1.44)  -0.024
C (-0.46, -0.78, 3.47)  -0.146
C (-2.53, 3.15, -1.96)  -0.589
C (-3.52, 3.55, 3.28)  -0.013
C (-2.14, 1.84, -4.36)  -0.089
C (-2.91, 3.76, -3.14)  -0.094
C (3.30, 2.37, 2.11)  -0.014
C (1.90, 1.52, 0.29)  -0.379
C (2.78, -2.12, -1.43)  -0.135
C (4.91, -2.64, -1.55)  -0.574
C (-4.15, -4.30, -1.57)  -0.028
C (-4.16, -1.78, -2.96)  -0.040
C (4.05, 2.60, -0.22)  -0.003
C (5.67, -0.87, 0.06)  -0.230
C (-1.95, 1.87, -1.92)  -0.452
C (7.49, 0.69, 0.11)  -0.059
C (-4.26, -0.39, -0.97)  -0.055
C (-2.69, 1.55, 2.12)  -0.399
H (-1.84, -2.55, 2.51)  0.113
H (-4.30, 2.89, 3.65)  0.092
H (-3.96, 4.34, 2.67)  0.103
H (6.63, -0.28, 3.24)  0.113
H (-0.80, -3.98, -1.80)  0.066
H (-4.14, -0.83, -3.49)  0.091
H (-4.66, 2.86, 1.05)  0.051
H (5.00, -1.63, 1.94)  0.119
H (-0.71, 3.51, 3.37)  0.103
H (1.75, -2.09, 2.93)  0.140
H (-1.36, 1.06, 4.07)  0.139
H (-3.02, 3.57, -5.27)  0.119
H (-4.37, -4.51, -2.62)  0.097
H (2.37, 2.35, 2.68)  0.086
H (-4.17, 0.48, -1.62)  0.091
H (-3.46, -0.79, 2.70)  0.074
H (-3.03, 4.01, 4.14)  0.107
H (-0.37, -3.53, 2.51)  0.146
H (-5.19, -2.16, -2.96)  0.100
H (-0.62, 2.95, 1.67)  0.054
H (4.99, 2.64, 0.32)  0.096
H (-1.31, -1.29, 3.91)  0.120
H (-1.63, -5.36, -1.04)  0.104
H (-3.52, -2.48, -3.49)  0.098
H (-1.91, -4.96, -2.73)  0.112
H (-5.33, -0.58, -0.81)  0.108
H (4.18, 1.90, -1.05)  0.077
H (-5.60, 1.41, 0.71)  0.093
H (3.73, 3.37, 2.19)  0.108
H (8.22, 1.19, 2.06)  0.114
H (-4.13, -5.25, -1.04)  0.104
H (1.77, 3.94, -1.06)  0.087
H (0.37, -0.88, 4.18)  0.134
H (1.59, -2.12, 1.17)  0.100
H (-3.77, -0.18, -0.04)  0.030
H (-3.35, 4.74, -3.11)  0.113
H (-0.22, -3.31, 0.07)  0.104
H (-5.74, 2.17, 2.30)  0.100
H (1.67, -3.62, -3.24)  0.049
H (2.48, 0.42, -2.00)  0.071
H (1.21, 1.21, -2.94)  0.065
H (-1.40, 4.49, 2.06)  0.089
H (-1.78, -3.93, 0.58)  0.124
H (-1.98, 1.32, -5.30)  0.115
H (4.01, 1.65, 2.54)  0.092
H (3.82, 3.59, -0.60)  0.095
H (6.55, -0.02, -1.70)  0.125
H (-4.85, -0.79, 1.60)  0.081
H (2.98, -0.24, 1.67)  0.089
H (0.09, 1.27, 3.09)  0.076
H (0.38, 3.38, -2.00)  0.097
H (8.20, 1.31, -0.41)  0.117
H (-4.93, -3.68, -1.15)  0.099
H (-5.03, -0.12, 3.22)  0.107
H (2.69, 2.09, -2.56)  0.093
H (0.24, 3.51, -0.25)  0.062
H (1.95, 0.28, 3.00)  0.103

Its HOMO-LUMO gap is 7.876 eV. Its spin multiplicity is 1. For the HOMO energy, the calculation gives -12.93 eV. As for the total charge: +2. The energy comes out at -107002.7664 eV. As for the relative energy (zero: lowest compared OMol25 entry of this formula, charge and spin): 0.309 eV.


Molecular formula: C38H57GeN2O4P3SZr
Method: DFT, wB97M-V/def2-TZVPD

Last column: Löwdin charge in e.
Cartesian coordinates (Å):
Zr (-0.62, -0.42, -0.31)  1.467
Ge (-0.82, 0.66, -3.59)  0.862
S (-2.25, -3.76, -2.17)  0.685
P (-2.57, 1.96, -1.65)  0.654
P (-1.64, 1.17, 1.72)  0.834
P (0.94, -0.74, 2.36)  0.942
O (0.20, -2.12, -0.20)  -0.417
O (1.16, 0.17, 0.86)  -0.529
O (2.45, -1.33, 2.56)  -0.328
O (1.46, 0.89, 3.15)  -0.418
N (-2.50, -1.37, -0.76)  -0.104
N (1.61, -3.37, 1.10)  -0.001
C (1.49, 0.91, 4.54)  -0.412
C (2.66, -2.55, -4.06)  -0.077
C (1.44, 4.03, -6.11)  -0.098
C (-2.75, 3.35, -2.81)  -0.185
C (-0.06, 2.15, -6.04)  -0.111
C (0.04, 2.08, -4.65)  -0.282
C (-0.56, 2.64, 1.74)  -0.242
C (-4.21, 0.52, -6.17)  -0.086
C (0.79, -1.35, -5.00)  -0.094
C (-4.49, -0.84, -6.24)  -0.088
C (-3.15, 0.97, -5.40)  -0.137
C (-3.20, 1.94, 1.14)  -0.380
C (0.63, 3.11, -6.76)  -0.089
C (-2.35, 0.08, -4.68)  -0.288
C (-0.85, -4.53, 2.20)  -0.196
C (-0.99, 1.27, -1.72)  -0.584
C (-3.70, -1.73, -5.56)  -0.074
C (0.46, -2.48, 1.17)  -0.544
C (1.95, -2.60, 4.64)  -0.074
C (3.40, 1.24, 0.96)  -0.062
C (1.85, -2.22, -5.15)  -0.075
C (-2.39, -2.39, -1.38)  -0.932
C (1.53, -4.49, 0.16)  -0.209
C (-0.66, -5.48, 1.02)  -0.201
C (0.50, -0.79, -3.75)  -0.256
C (1.31, -1.15, -2.69)  -0.143
C (1.17, 2.30, 5.07)  -0.082
C (0.80, -5.73, 0.67)  -0.196
C (2.97, -1.97, 3.72)  -0.274
C (1.55, 3.98, -4.72)  -0.091
C (-3.01, 2.82, -0.10)  -0.361
C (-2.63, -1.28, -4.79)  -0.124
C (0.85, 3.01, -4.01)  -0.115
C (2.49, 0.28, 0.25)  -0.247
C (-0.80, -3.03, 1.87)  -0.190
C (-4.10, 1.02, -1.92)  -0.191
C (-2.00, 0.84, 3.46)  -0.243
C (2.39, -2.01, -2.81)  -0.060
H (3.57, 0.95, 1.99)  0.063
H (1.13, -0.72, -1.72)  0.008
H (-2.33, 4.24, -2.35)  0.059
H (-5.33, -1.19, -6.84)  0.101
H (2.47, 0.60, 4.93)  0.104
H (0.93, 2.98, -2.92)  0.084
H (0.86, -6.51, -0.10)  0.107
H (-0.09, -4.76, 2.97)  0.097
H (1.83, -3.71, 2.03)  0.088
H (3.65, -2.74, 3.33)  0.116
H (-2.40, 1.76, 3.91)  0.053
H (0.18, 2.62, 4.75)  0.054
H (-3.90, -2.80, -5.61)  0.105
H (1.19, 2.32, 6.16)  0.073
H (2.29, 0.64, -0.76)  0.106
H (1.04, -4.13, -0.75)  0.102
H (2.98, 2.25, 0.96)  0.083
H (-2.02, -2.00, -4.26)  0.041
H (-3.94, 3.34, -0.33)  0.093
H (4.35, 1.25, 0.42)  0.086
H (-3.56, 2.55, 1.97)  0.085
H (-4.93, 1.71, -1.74)  0.057
H (1.41, -1.86, 5.23)  0.058
H (-4.17, 0.17, -1.25)  0.019
H (-1.18, -5.07, 0.15)  0.066
H (-1.09, 0.53, 3.96)  0.000
H (-0.28, 2.89, 0.71)  0.036
H (2.18, 4.69, -4.20)  0.099
H (0.18, -1.10, -5.86)  0.103
H (-1.09, 3.47, 2.21)  0.063
H (-2.74, 0.05, 3.55)  0.054
H (0.54, 3.15, -7.84)  0.100
H (-4.16, 0.66, -2.94)  0.037
H (-2.18, 3.17, -3.72)  0.015
H (2.45, -3.28, 5.33)  0.083
H (2.90, -0.73, 0.20)  0.116
H (-0.69, 1.44, -6.58)  0.094
H (1.98, 4.78, -6.67)  0.098
H (1.89, 3.02, 4.70)  0.077
H (3.58, -1.25, 4.27)  0.108
H (-2.26, 3.59, 0.09)  0.073
H (2.55, -4.77, -0.12)  0.107
H (-3.96, 1.17, 0.95)  0.079
H (-2.94, 2.04, -5.39)  0.089
H (0.34, 2.38, 2.30)  0.017
H (0.76, 0.19, 4.96)  0.081
H (2.07, -2.65, -6.12)  0.103
H (-1.68, -2.78, 1.27)  0.089
H (-4.82, 1.23, -6.73)  0.101
H (1.21, -3.18, 4.09)  0.054
H (-0.92, -2.48, 2.81)  0.070
H (-1.81, -4.72, 2.68)  0.108
H (-1.15, -6.43, 1.25)  0.106
H (1.32, -6.12, 1.55)  0.108
H (3.49, -3.23, -4.19)  0.103
H (-3.80, 3.54, -3.06)  0.059
H (2.98, -2.27, -1.95)  0.110

Its HOMO-LUMO gap is 6.449 eV. Its spin multiplicity is 1. For the HOMO energy, the calculation gives -6.31 eV. As for the total charge: 0. The energy comes out at -147999.7132 eV. As for the relative energy (zero: lowest compared OMol25 entry of this formula, charge and spin): 3.951 eV.


Molecular formula: C38H58O29Rb
Method: DFT, wB97M-V/def2-TZVPD

Last column: Löwdin charge in e.
Cartesian coordinates (Å):
Rb (6.35, 21.15, 6.51)  1.331
O (3.64, 20.59, 11.98)  0.100
O (6.65, 16.46, 10.72)  0.125
O (4.49, 24.34, 9.95)  0.120
O (1.60, 21.95, 11.82)  0.110
O (4.90, 20.17, 13.80)  0.153
O (4.10, 17.34, 4.55)  0.158
O (6.46, 21.94, 2.69)  0.135
O (6.49, 24.89, 10.91)  0.196
O (6.83, 17.20, 8.54)  0.103
O (-0.96, 22.26, 4.66)  0.116
O (4.54, 25.71, 6.58)  0.077
O (2.16, 18.94, 10.85)  0.155
O (2.87, 23.87, 12.04)  0.170
O (2.62, 22.83, 10.13)  -0.132
O (2.70, 17.88, 8.91)  0.036
O (4.17, 26.58, 4.64)  0.155
O (2.02, 17.74, 4.84)  0.056
O (5.84, 20.61, 11.85)  0.137
O (6.85, 19.74, 2.15)  0.157
O (0.16, 23.62, 3.28)  0.096
O (-1.72, 22.53, 2.55)  0.129
O (6.38, 23.96, 8.93)  0.100
O (2.61, 15.77, 3.99)  0.147
O (1.19, 19.47, 8.81)  0.054
O (4.82, 22.66, 5.53)  -0.550
O (4.46, 20.18, 7.85)  -0.464
O (4.80, 20.55, 2.37)  -0.037
O (4.83, 17.03, 9.48)  0.111
O (5.55, 27.58, 6.04)  0.189
C (5.45, 21.05, 10.57)  -0.188
C (6.19, 16.88, 9.66)  -0.522
C (2.58, 18.99, 5.07)  -0.104
C (2.43, 18.00, 7.57)  -0.347
C (3.57, 24.87, 6.02)  -0.201
C (3.59, 21.15, 7.32)  -0.316
C (4.06, 23.61, 8.84)  -0.300
C (1.00, 23.55, 4.40)  -0.122
C (0.82, 21.79, 6.32)  -0.008
C (4.12, 21.76, 2.74)  -0.029
C (4.79, 20.46, 12.64)  -0.538
C (6.31, 20.21, 9.54)  -0.006
C (1.29, 19.03, 7.51)  -0.112
C (-0.91, 22.81, 3.44)  -0.518
C (6.29, 17.45, 6.36)  -0.018
C (5.33, 23.60, 8.01)  -0.090
C (1.43, 21.03, 10.78)  -0.318
C (5.27, 22.70, 2.94)  -0.312
C (2.10, 16.58, 7.10)  0.045
C (6.11, 20.67, 2.40)  -0.571
C (4.55, 17.57, 8.22)  -0.179
C (4.80, 26.71, 5.78)  -0.588
C (5.34, 23.96, 2.10)  -0.039
C (4.04, 18.64, 4.99)  -0.305
C (2.89, 24.32, 8.22)  0.012
C (3.26, 25.55, 4.76)  -0.318
C (3.99, 20.73, 10.56)  -0.071
C (5.84, 24.47, 10.03)  -0.587
C (2.90, 16.89, 4.38)  -0.610
C (3.76, 21.83, 5.87)  -0.361
C (1.77, 21.86, 9.56)  -0.112
C (3.42, 24.73, 3.55)  -0.057
C (-0.07, 20.78, 10.95)  0.016
C (2.39, 22.95, 11.40)  -0.523
C (0.07, 22.86, 5.43)  -0.234
C (5.95, 17.92, 7.67)  -0.320
C (4.91, 19.45, 4.02)  -0.038
C (2.01, 18.78, 9.65)  -0.384
H (5.32, 24.33, 7.19)  0.113
H (0.38, 18.51, 7.23)  0.169
H (3.27, 25.30, 2.64)  0.131
H (-0.44, 20.01, 10.27)  0.077
H (5.94, 19.10, 4.07)  0.109
H (5.93, 20.09, 8.52)  -0.058
H (3.29, 18.48, 7.10)  0.100
H (1.47, 19.81, 6.76)  0.041
H (4.42, 24.28, 3.55)  0.048
H (5.51, 22.12, 10.36)  0.143
H (6.39, 19.16, 9.83)  0.086
H (7.34, 17.61, 6.12)  0.116
H (0.09, 21.27, 6.94)  0.106
H (5.29, 23.04, 3.98)  0.100
H (2.26, 19.65, 4.27)  0.156
H (3.62, 21.62, 3.70)  0.091
H (5.79, 18.09, 5.63)  0.037
H (2.41, 23.69, 7.47)  0.073
H (3.95, 23.86, 5.86)  0.065
H (3.81, 22.62, 9.22)  0.082
H (3.77, 19.87, 9.93)  0.129
H (2.07, 24.50, 8.92)  0.136
H (2.65, 23.97, 3.41)  0.074
H (3.70, 21.05, 5.11)  0.046
H (1.88, 22.91, 4.29)  0.098
H (6.17, 18.99, 7.74)  0.047
H (3.98, 18.49, 8.35)  0.077
H (5.06, 20.47, 4.36)  0.048
H (3.36, 22.04, 2.00)  0.158
H (4.58, 19.46, 2.98)  0.064
H (3.11, 25.27, 7.74)  0.103
H (2.32, 21.17, 8.93)  0.091
H (0.96, 22.18, 8.91)  0.146
H (3.45, 21.92, 8.08)  0.056
H (4.58, 24.67, 2.41)  0.010
H (-0.31, 23.63, 6.10)  0.157
H (-0.20, 20.43, 11.98)  0.096
H (3.44, 21.54, 10.08)  0.067
H (6.35, 24.36, 2.01)  0.110
H (2.16, 20.23, 10.92)  0.005
H (4.49, 18.73, 5.98)  0.096
H (7.34, 20.55, 9.46)  0.098
H (1.25, 24.56, 4.71)  0.119
H (2.28, 26.03, 4.77)  0.154
H (-0.77, 21.61, 10.89)  0.091
H (3.96, 16.90, 7.58)  0.101
H (5.99, 16.42, 6.18)  0.125
H (1.80, 16.56, 6.06)  0.076
H (1.27, 16.16, 7.67)  0.119
H (2.62, 20.65, 7.28)  0.053
H (2.91, 22.47, 5.63)  0.071
H (2.24, 19.36, 6.04)  0.044
H (1.32, 21.09, 5.66)  0.078
H (1.48, 22.24, 7.05)  0.054
H (2.70, 24.72, 6.66)  0.064
H (2.96, 15.90, 7.12)  0.112
H (5.12, 23.71, 1.06)  0.101
H (5.50, 22.65, 7.51)  -0.016

Its HOMO-LUMO gap is 8.094 eV. Its spin multiplicity is 1. For the HOMO energy, the calculation gives -6.67 eV. As for the total charge: -1. The energy comes out at -100353.0218 eV.